# 1
Here is a 7-piece molecular cluster, C16H40N2O12P overall from OMol25. Energies are from ωB97M-V/def2-TZVPD.

Element x y z (Å)
P1 18.07 5.94 46.93
O1 19.44 1.16 44.05
O2 22.03 -0.28 50.90
O3 17.26 7.16 46.88
O4 14.98 3.28 50.37
O5 22.29 2.57 46.59
O6 19.32 5.72 46.26
O7 22.94 2.00 44.49
O8 19.40 1.54 46.33
O9 16.57 1.59 50.00
O10 17.07 4.78 46.84
O11 18.45 5.66 48.44
O12 20.80 1.67 50.57
N1 19.37 3.12 47.60
N2 15.92 5.93 49.21
C1 21.06 -0.14 42.76
C2 21.35 3.83 44.75
C3 20.48 0.25 44.17
C4 16.02 1.21 48.75
C5 16.84 3.14 51.72
C6 21.42 4.00 50.75
C7 20.97 0.35 50.68
C8 23.74 0.87 44.92
C9 18.90 1.65 45.20
C10 22.22 2.72 45.38
C11 21.92 2.51 50.73
C12 15.98 2.61 50.70
C13 19.58 -0.37 50.58
C14 24.28 0.14 43.73
C15 17.75 2.61 44.88
C16 16.58 -0.05 48.30
H1 16.63 -0.90 48.94
H2 19.48 -1.48 51.17
H3 15.08 5.95 49.63
H4 23.09 0.13 45.65
H5 15.68 6.25 48.41
H6 24.53 1.28 45.64
H7 21.96 4.75 44.84
H8 22.53 2.41 49.90
H9 17.65 3.61 51.24
H10 16.50 5.04 49.24
H11 17.19 2.34 52.24
H12 18.82 3.22 46.78
H13 22.21 4.57 50.16
H14 25.10 0.72 43.39
H15 22.69 2.29 51.46
H16 18.05 3.41 44.32
H17 16.69 4.22 52.42
H18 23.51 -0.07 42.98
H19 16.48 6.74 49.62
H20 21.29 0.59 42.20
H21 18.91 0.29 50.91
H22 17.18 3.20 45.85
H23 17.55 0.08 47.88
H24 20.16 -0.69 44.85
H25 19.90 3.98 47.63
H26 16.10 -0.55 47.47
H27 21.17 3.68 43.62
H28 20.90 4.11 49.91
H29 19.36 -0.58 49.60
H30 20.13 -0.61 42.46
H31 16.38 1.92 47.94
H32 17.05 2.28 44.23
H33 14.96 1.23 48.64
H34 20.99 4.49 51.67
H35 24.88 -0.66 44.09
H36 20.45 3.91 45.20
H37 19.69 2.28 47.67
H38 21.96 -0.77 42.82
H39 18.67 3.19 48.34
H40 21.12 0.98 44.80

Summary:
E_HOMO = -1.9552 eV
E_LUMO = 2.37 eV
multiplicity = 1
net charge = -1


# 2
Here is C2H2ClF as an isolated structure from OMol25. Energies are from ωB97M-V/def2-TZVPD.

Element x y z (Å)
Cl1 -1.70 1.41 0.02
F1 -0.98 -1.71 -0.15
C1 0.99 0.52 -0.14
C2 -0.07 0.86 -0.03
H1 -0.20 -1.11 0.44
H2 1.97 0.02 -0.14

Summary:
E_HOMO = -11.2231 eV
ΔE to the lowest compared entry with this formula, charge and spin = 284.4 kJ/mol
E_LUMO = 0.56 eV
multiplicity = 1


# 3
Here is a 3-piece molecular cluster, C15H29N2O2PS overall from OMol25. Energies are from ωB97M-V/def2-TZVPD.

Element x y z (Å)
S1 2.79 2.86 -2.25
P1 0.97 4.15 -1.84
O1 0.88 -3.40 4.05
O2 -0.08 -2.23 -1.37
N1 0.90 -5.62 4.52
N2 1.52 -1.61 0.12
C1 0.47 -4.36 4.69
C2 -2.73 2.64 -1.03
C3 -0.54 5.22 -1.45
C4 0.38 -6.73 5.30
C5 -2.21 2.41 -3.38
C6 -2.03 0.50 -1.92
C7 0.48 -2.35 -0.29
C8 1.93 -5.88 3.52
C9 2.04 -0.57 -0.76
C10 2.14 -1.82 1.42
C11 -1.92 1.06 -3.18
C12 -2.81 4.69 -2.51
C13 -2.60 3.21 -2.30
C14 -1.46 5.40 -2.66
C15 -2.43 1.29 -0.84
H1 0.20 3.19 -2.52
H2 -2.13 2.85 -4.36
H3 1.58 -5.58 2.53
H4 2.08 -0.92 2.02
H5 2.87 -0.07 -0.28
H6 -2.53 0.86 0.15
H7 2.83 -5.31 3.75
H8 -3.40 4.83 -3.41
H9 1.26 0.15 -0.98
H10 1.24 3.93 -0.48
H11 1.64 -2.63 1.95
H12 -1.80 -0.54 -1.76
H13 -0.31 -4.26 5.46
H14 1.59 5.22 -2.51
H15 2.42 2.32 -3.41
H16 -3.38 5.12 -1.69
H17 -0.15 6.19 -1.15
H18 -1.62 0.47 -4.03
H19 -1.00 5.01 -3.57
H20 2.17 -6.94 3.52
H21 -3.05 3.27 -0.22
H22 3.20 -2.08 1.29
H23 0.17 -3.11 0.45
H24 -0.08 -7.47 4.65
H25 -1.62 6.46 -2.84
H26 -0.37 -6.36 5.99
H27 1.18 -7.20 5.87
H28 -1.07 4.78 -0.60
H29 2.37 -1.01 -1.70

Summary:
E_HOMO = -8.3324 eV
SMILES = S[PH3]CCCc1ccccc1.CN(C)C=O.CN(C)C=O
E_LUMO = 0.65 eV
multiplicity = 1


# 4
Here is a 2-piece molecular cluster, C5H11NO overall from OMol25. Energies are from ωB97M-V/def2-TZVPD.

Element x y z (Å)
O1 -0.72 -1.10 1.62
N1 -1.60 0.33 0.04
C1 2.01 -0.43 0.77
C2 0.77 0.30 0.35
C3 -0.42 -0.19 0.83
C4 -2.67 -0.37 0.02
C5 0.98 1.49 -0.55
H1 -2.68 -1.22 0.69
H2 -0.20 -1.48 -1.27
H3 -1.49 1.12 -0.58
H4 -0.74 -1.92 -1.54
H5 2.63 -0.67 -0.10
H6 -3.48 -0.12 -0.66
H7 0.10 2.12 -0.71
H8 1.75 2.15 -0.12
H9 1.36 1.19 -1.54
H10 1.75 -1.36 1.28
H11 2.64 0.16 1.45

Summary:
E_HOMO (spin up / spin down) = -7.0782 / -7.0769 eV
ΔE to the lowest compared entry with this formula, charge and spin = 343.1 kJ/mol
E_LUMO (spin up / spin down) = -0.21 / -0.21 eV
multiplicity = 1